Computed, not measured: an isolated molecule of C4H7FN2S at a distorted geometry, with wB97M-V/def2-TZVPD.

The geometry in XYZ format:
```
15
Properties=species:S:1:pos:R:3:nbo_charge:R:1
C 0.063 0.130 0.092 -0.0357
C 0.880 -0.635 -0.929 0.0489
C -1.156 0.774 -0.524 -0.5672
C -0.467 -0.843 1.089 0.0911
H 1.288 1.829 0.383 0.3647
H 1.613 0.557 1.388 0.3728
H 0.247 -1.424 -1.314 0.1784
H 1.230 -0.038 -1.786 0.1707
H -1.113 1.087 -1.573 0.2375
H -1.454 1.642 0.118 0.2454
H 0.204 -1.295 1.817 0.2063
N 0.837 1.068 0.917 -0.8261
N -1.660 -1.243 0.954 -0.5052
F 1.995 -1.197 -0.320 -0.3692
S -2.507 -0.412 -0.311 0.3877
```

- Maximum force: 1.712 eV Å⁻¹
- Structure (SMILES): N[C@@]1(CF)C=NSC1
- HOMO-LUMO gap: 9.5 eV
- E_tot: -20793.558 eV
- HOMO level: -8.7 eV
- Charge: 0

***

Computed, not measured: an isolated molecule of C8H12 at a distorted geometry, with wB97M-V/def2-TZVPD.

The geometry in XYZ format:
```
20
Properties=species:S:1:pos:R:3:nbo_charge:R:1
C 2.735 -0.739 -0.142 -0.4151
C 1.381 -0.882 -0.025 -0.2492
C -1.532 -1.405 0.438 -0.4412
C -1.316 -1.198 -0.972 -0.1898
C 0.406 0.183 -0.027 0.0956
C -0.990 -0.045 -0.092 -0.1132
C 0.973 1.665 -0.052 -0.6755
C -1.913 1.162 0.193 -0.6256
H 3.353 -1.568 0.085 0.1905
H 3.343 0.180 0.045 0.1941
H 0.966 -1.828 -0.049 0.1987
H -2.571 -1.278 0.887 0.2308
H -1.084 -2.277 0.860 0.2169
H -0.623 -1.761 -1.630 0.2065
H 0.263 2.394 -0.402 0.2205
H 1.825 1.499 -0.773 0.2343
H 1.169 2.031 1.009 0.2304
H -1.929 1.498 -0.844 0.2429
H -1.512 1.612 1.125 0.2321
H -2.945 0.756 0.365 0.2162
```

- Maximum force: 2.977 eV Å⁻¹
- HOMO-LUMO gap (spin up / spin down): 7.2 / 7.8 eV
- E_tot: -8484.807 eV
- HOMO level (spin up / spin down): -7.1 / -7.8 eV
- Charge: 0

***

Computed, not measured: a structure of composition C6H12O2 at a distorted geometry, with wB97M-V/def2-TZVPD.

The geometry in XYZ format:
```
20
Properties=species:S:1:pos:R:3:nbo_charge:R:1
C 1.111 -0.200 -0.465 0.0007
C 1.751 -0.187 -1.812 -0.6713
C -0.220 -0.520 2.290 -0.6517
C -1.207 -0.361 -1.399 -0.6576
C -0.691 0.158 1.033 0.6191
C -0.228 -0.314 -0.255 -0.1803
O 0.446 1.664 0.890 -0.9429
O -2.005 0.485 1.162 -0.6736
H 0.538 2.332 1.587 0.4500
H -2.302 0.945 0.366 0.4891
H 1.782 -0.234 0.379 0.2086
H 1.760 -1.198 -2.240 0.2256
H 1.214 0.465 -2.502 0.2197
H 2.781 0.162 -1.743 0.2244
H 0.843 -0.726 2.256 0.2278
H -0.760 -1.463 2.402 0.2241
H -0.446 0.112 3.145 0.2270
H -0.839 -1.018 -2.188 0.2283
H -1.345 0.625 -1.842 0.2145
H -2.183 -0.727 -1.065 0.2182
```

- Maximum force: 1.984 eV Å⁻¹
- HOMO-LUMO gap: 9.5 eV
- E_tot: -10509.326 eV
- HOMO level: -8.7 eV
- Charge: 0

***

Computed, not measured: an isolated molecule of C20H29N5O3S at a distorted geometry, with wB97M-V/def2-TZVPD.

The geometry in XYZ format:
```
58
Properties=species:S:1:pos:R:3:nbo_charge:R:1
C 3.497 2.721 -0.577 -0.3916
C 2.964 2.305 -1.709 -0.1870
C 1.724 1.464 -1.836 -0.2582
N 1.161 1.068 -0.578 -0.3837
C 0.352 1.831 0.215 0.1457
N -0.027 1.162 1.267 -0.2929
N 0.521 -0.056 1.183 -0.3217
C 1.242 -0.117 0.094 0.4209
C 2.071 -1.279 -0.325 -0.2923
C 1.694 -2.522 0.481 -0.3812
C 2.549 -3.713 0.060 -0.3983
C 4.030 -3.404 0.251 -0.3964
C 4.417 -2.157 -0.537 -0.3975
C 3.561 -0.967 -0.116 -0.3851
H 3.850 -0.081 -0.686 0.2134
H 3.726 -0.753 0.942 0.2056
H 5.471 -1.923 -0.374 0.2099
H 4.278 -2.344 -1.605 0.1905
H 4.635 -4.252 -0.075 0.2066
H 4.229 -3.236 1.312 0.1958
H 2.272 -4.589 0.649 0.2100
H 2.359 -3.945 -0.992 0.1893
H 1.845 -2.306 1.539 0.2171
H 0.637 -2.745 0.341 0.2157
H 1.901 -1.474 -1.393 0.2060
S -0.036 3.490 -0.150 0.2464
C -1.863 3.363 -0.417 -0.5521
C -2.491 2.545 0.649 0.3044
C -2.795 1.228 0.524 -0.2278
C -2.476 0.444 -0.663 0.7919
O -1.757 0.794 -1.580 -0.6551
O -3.091 -0.752 -0.648 -0.5160
C -2.854 -1.614 -1.758 -0.0716
C -1.578 -2.421 -1.573 -0.6323
H -1.438 -3.089 -2.419 0.2154
H -0.727 -1.747 -1.507 0.2161
H -1.635 -3.007 -0.659 0.2125
H -3.729 -2.266 -1.803 0.1888
H -2.791 -1.011 -2.670 0.1988
C -3.501 0.539 1.667 -0.0506
N -3.177 1.211 2.909 -0.6087
C -2.925 2.524 3.038 0.7950
O -2.845 3.116 4.089 -0.6327
N -2.749 3.196 1.823 -0.6289
H -2.440 4.154 1.921 0.4183
H -3.286 0.696 3.768 0.4138
H -3.141 -0.492 1.738 0.2230
C -5.020 0.528 1.444 -0.6089
H -5.518 0.038 2.277 0.2064
H -5.393 1.546 1.362 0.2073
H -5.253 -0.010 0.529 0.2191
H -2.013 2.931 -1.403 0.2714
H -2.206 4.397 -0.388 0.2323
H 1.944 0.564 -2.419 0.2227
H 0.961 2.037 -2.378 0.2435
H 3.403 2.568 -2.661 0.2068
H 4.383 3.331 -0.563 0.2083
H 3.075 2.479 0.385 0.2021
```

- Maximum force: 1.100 eV Å⁻¹
- Structure (SMILES): C=CCn1c(SCC2=C(C(=O)OCC)[C@H](C)NC(=O)N2)nnc1C1CCCCC1
- HOMO-LUMO gap: 8.9 eV
- E_tot: -45640.150 eV
- HOMO level: -8.4 eV
- Charge: 0

***

Computed, not measured: a cluster of 2 separate species, C2H4O4 in total, with wB97M-V/def2-TZVPD.

The geometry in XYZ format:
```
10
Properties=species:S:1:pos:R:3:nbo_charge:R:1
O -1.013 -0.838 2.267 -0.5324
C -0.764 0.280 1.944 0.6489
O -1.680 1.258 1.856 -0.7044
H 0.244 0.581 1.605 0.0898
H -1.399 2.119 2.194 0.4979
O 1.828 -1.263 -2.807 -0.5505
C 1.263 -0.899 -1.827 0.6459
O 0.306 0.059 -1.806 -0.7093
H 1.454 -1.295 -0.825 0.1149
H -0.239 -0.003 -2.603 0.4992
```

- Maximum force: 0.968 eV Å⁻¹
- Structure (SMILES): O=CO.O=CO
- HOMO-LUMO gap: 11.5 eV
- E_tot: -10328.378 eV
- HOMO level: -11.0 eV
- Charge: 0

***

Computed, not measured: an isolated molecule of C17H23N3O3, with wB97M-V/def2-TZVPD.

The geometry in XYZ format:
```
46
Properties=species:S:1:pos:R:3:nbo_charge:R:1
O -1.081 -2.157 1.463 -0.6056
C -1.550 -1.588 0.491 0.5840
C -1.004 -0.338 -0.016 -0.4585
C -1.477 0.305 -1.216 0.5805
O -0.981 1.345 -1.654 -0.6341
H 0.292 1.786 -0.460 0.4484
C -2.612 -0.363 -1.957 -0.4907
H -2.176 -1.056 -2.683 0.2297
C -3.538 -1.129 -1.006 -0.2454
C -4.207 -0.177 -0.063 0.2771
C -4.056 0.062 1.271 -0.3136
C -4.956 1.109 1.591 -0.3122
C -5.585 1.428 0.430 0.0838
O -5.140 0.655 -0.576 -0.4070
H -6.338 2.153 0.194 0.2025
H -5.108 1.554 2.552 0.2278
H -3.396 -0.440 1.948 0.2352
C -2.725 -2.180 -0.263 -0.4996
H -2.318 -2.900 -0.980 0.2365
H -3.342 -2.737 0.445 0.2426
H -4.319 -1.618 -1.602 0.2321
H -3.159 0.400 -2.513 0.2423
C 0.044 0.220 0.709 0.2159
N 0.645 1.346 0.399 -0.5316
C 1.778 1.908 1.069 -0.2406
H 2.070 1.257 1.897 0.2013
H 1.503 2.887 1.476 0.2011
C 2.976 2.129 0.102 -0.1980
N 3.721 0.999 -0.352 -0.4605
C 4.527 0.259 0.590 -0.2222
C 3.869 -1.044 1.064 -0.2357
N 3.567 -1.843 -0.108 -0.6307
H 3.209 -2.752 0.163 0.3645
C 2.611 -1.159 -0.959 -0.2281
C 3.223 0.170 -1.425 -0.2243
H 2.492 0.729 -2.010 0.2057
H 4.077 -0.072 -2.069 0.1924
H 2.411 -1.785 -1.832 0.2013
H 1.654 -0.977 -0.440 0.1618
H 4.568 -1.596 1.696 0.2039
H 2.965 -0.822 1.660 0.1486
H 4.766 0.897 1.442 0.1973
H 5.461 -0.013 0.083 0.1976
H 3.676 2.795 0.619 0.1979
H 2.599 2.658 -0.778 0.1989
H 0.362 -0.303 1.607 0.2275
```

- Maximum force: 0.886 eV Å⁻¹
- Structure (SMILES): O=C1CC(c2ccco2)CC(=O)C1=CNCCN1CCNCC1
- HOMO-LUMO gap: 8.5 eV
- E_tot: -28614.487 eV
- HOMO level: -8.0 eV
- Charge: 0